1.
{
  "formula": "C5H16N4",
  "method": "ωB97M-V/def2-TZVPD",
  "elements": ["N", "H", "H", "C", "H", "C", "C", "N", "H", "N", "H", "H", "H", "C", "H", "N", "H", "H", "C", "H", "H", "H", "H", "H", "H"],
  "coordinates": [[-1.4144, -1.8648, 0.2155], [0.6198, 1.7536, 2.2688], [-1.3179, -1.7541, 2.1674], [1.8512, 2.9441, 0.3223], [-1.5743, 2.0525, -1.2875], [0.8756, 2.0408, 0.1670], [0.1860, 1.3970, 1.3370], [-1.4682, -2.4049, 1.4114], [0.3633, -2.5151, -0.7432], [1.2074, -1.7410, 0.0000], [-0.9295, 0.8249, -2.3974], [2.1228, -1.6004, 0.4366], [-1.2918, -3.7496, -0.6928], [-0.8781, 1.2071, -1.3775], [-1.2119, 0.4144, -0.7094], [0.5027, 1.5657, -1.0913], [0.9368, 2.0864, -1.8410], [-1.0836, -3.3362, 1.5570], [-1.0879, -2.6820, -0.8158], [-1.4619, -2.3090, -1.7625], [0.2987, 0.3125, 1.2867], [1.0950, -0.9027, -0.5742], [-0.8806, 1.6305, 1.3448], [2.1937, 3.2317, 1.3031], [2.3472, 3.3986, -0.5249]],
  "forces_ev_per_angstrom": [[0.5, -1.4, -0.9], [0.0, 0.0, 0.0], [-0.1, 0.0, -0.1], [-0.1, -0.1, 0.0], [0.0, 0.0, 0.0], [0.1, 0.0, 0.0], [0.0, 0.1, 0.0], [0.2, 0.1, -0.3], [2.5, 1.3, 2.0], [-1.7, 0.2, -0.9], [0.0, 0.0, 0.0], [0.1, -1.2, -0.7], [0.6, -0.1, 0.2], [0.0, 0.1, 0.1], [0.0, 0.0, 0.0], [0.0, 0.0, -0.1], [0.0, 0.0, 0.1], [0.0, 0.1, -0.1], [-2.4, 0.7, 0.9], [0.4, 0.2, -0.1], [0.0, -0.1, -0.1], [0.0, 0.0, 0.0], [0.0, 0.0, 0.0], [0.0, 0.0, 0.1], [0.0, 0.0, -0.1]],
  "lowdin_charge": [-0.091, 0.074, 0.104, 0.016, 0.082, -0.440, -0.062, 0.045, 0.090, -0.093, 0.079, -0.023, 0.079, -0.114, 0.040, -0.065, 0.116, 0.113, -0.173, 0.069, 0.044, -0.052, 0.078, 0.042, 0.044],
  "e_above_lowest_kj_mol": 517.9,
  "charge": 0,
  "gap_ha": 0.284,
  "lumo_ev": 0.032,
  "energy_ev": -11400.168
}

2.
{
  "formula": "C5H10N2",
  "method": "ωB97M-V/def2-TZVPD",
  "elements": ["C", "C", "C", "H", "H", "C", "H", "H", "N", "H", "H", "H", "H", "H", "N", "C", "H"],
  "coordinates": [[-0.5936, 1.2422, -0.0323], [0.1253, -0.8771, 0.8646], [0.3465, -2.1553, 0.0743], [1.1590, 2.1516, 0.6881], [-0.6651, 1.8218, -2.2177], [0.0789, 2.1403, 0.6801], [-0.4113, 2.8103, 1.3701], [-0.5036, -2.8469, 0.0991], [-0.7904, -1.0104, 1.7756], [-1.3218, -0.1527, 1.9330], [1.0867, -0.3683, 0.9821], [1.6444, -3.4697, -0.4610], [-0.6568, 0.0454, -2.0392], [-1.6774, 1.2244, 0.0296], [1.5178, -2.4800, -0.2567], [-0.2100, 0.9783, -1.7068], [0.8713, 0.9461, -1.7829]],
  "forces_ev_per_angstrom": [[-0.5, 1.7, -4.5], [0.6, -2.8, 1.7], [0.0, -0.4, 1.1], [0.2, 0.4, -0.5], [0.1, 0.0, 0.1], [0.2, -0.5, 0.4], [-0.1, -0.3, 0.5], [-0.1, 0.1, -0.2], [-1.3, 0.6, -3.0], [1.2, 0.2, 1.6], [-0.5, 1.1, -0.7], [-0.4, 0.1, -0.5], [0.1, 0.0, 0.0], [-0.1, -0.1, 0.3], [0.6, 0.3, 0.2], [-0.2, -0.5, 3.7], [0.1, 0.1, -0.3]],
  "lowdin_charge": [-0.238, -0.284, -0.240, 0.063, 0.054, -0.039, 0.057, 0.104, 0.079, 0.040, 0.107, 0.051, 0.042, 0.081, 0.100, -0.030, 0.053],
  "e_above_lowest_kj_mol": 457.3,
  "charge": 0,
  "gap_ha": [0.314, 0.314],
  "smiles": "[H]/N=C/C=N/[H].C=CC",
  "lumo_ev": [-0.234, -0.234],
  "energy_ev": -8322.594
}

3.
{
  "formula": "C7H17N3O",
  "method": "ωB97M-V/def2-TZVPD",
  "elements": ["C", "N", "H", "C", "H", "C", "H", "C", "N", "H", "H", "H", "C", "H", "N", "H", "O", "H", "H", "H", "H", "H", "C", "H", "H", "H", "H", "C"],
  "coordinates": [[-0.0039, 2.8095, -0.4968], [-0.0352, 1.4302, 0.2444], [-0.0784, -3.0372, -0.2323], [-0.0434, -1.9357, -0.1282], [-2.3206, 1.1288, 2.5179], [1.5984, -2.1487, -1.9192], [-2.5237, -1.1255, 2.0453], [1.4491, 3.2220, -0.4390], [-1.7643, -1.8148, 1.8466], [-1.8451, 2.6667, 1.6197], [0.8681, -2.2758, -2.7920], [2.2678, -1.4093, -2.2450], [-0.9759, 0.9467, 0.9553], [-0.5078, 3.5760, 0.0039], [1.9094, -3.3917, -1.4185], [-1.2050, -2.1217, 2.7415], [0.7754, -1.2911, -0.8942], [1.7771, -4.2849, -1.9606], [2.8516, -3.4487, -1.1969], [0.7407, 0.8459, -0.0378], [-0.3424, 2.6612, -1.5390], [-2.8407, 1.3556, 0.7945], [-0.8441, -1.3630, 0.7878], [1.5295, 4.1864, -0.7860], [-2.2299, -2.6468, 1.4792], [2.0887, 2.6418, -1.0790], [1.7788, 3.2549, 0.5900], [-2.0746, 1.5692, 1.5382]],
  "forces_ev_per_angstrom": [[2.0, -1.6, -0.2], [-1.2, 1.3, -0.7], [0.1, 0.3, 0.1], [-1.0, -0.8, 1.0], [-0.1, 0.4, -0.3], [-4.1, -0.9, -2.2], [0.9, -0.5, 0.0], [-0.3, -1.3, 0.4], [1.6, -1.2, 0.5], [-0.7, -0.9, 0.1], [0.8, 0.3, 1.2], [1.6, 0.5, 0.2], [3.8, -4.7, -1.8], [-1.5, 0.6, 0.9], [-0.1, -1.4, -0.7], [-1.5, 0.9, -1.7], [0.5, 0.1, -0.2], [-0.7, 1.8, 0.3], [2.1, 0.0, 1.2], [-0.1, -0.4, -0.2], [-0.2, -0.2, 0.7], [-0.8, 0.4, 0.2], [-0.3, 4.8, 0.7], [0.1, 2.4, -0.9], [-0.3, -0.4, 0.3], [0.4, -0.6, 0.0], [0.3, -0.2, 0.2], [-1.1, 1.4, 0.8]],
  "lowdin_charge": [-0.103, 0.114, 0.152, -0.191, 0.116, -0.155, 0.166, -0.063, 0.179, 0.139, 0.162, 0.118, -0.059, 0.100, 0.069, 0.236, -0.061, 0.155, 0.077, 0.135, 0.149, 0.134, 0.026, 0.067, 0.174, 0.088, 0.098, -0.020],
  "e_above_lowest_kj_mol": 349.4,
  "charge": 2,
  "gap_ha": 0.325,
  "lumo_ev": -8.052,
  "energy_ev": -14031.067
}

4.
{
  "formula": "C46H47N6O2RuSTe",
  "method": "ωB97M-V/def2-TZVPD",
  "elements": ["H", "H", "C", "C", "H", "H", "H", "N", "H", "C", "C", "H", "O", "H", "H", "C", "C", "C", "N", "C", "C", "H", "Te", "H", "C", "C", "H", "H", "C", "C", "H", "C", "C", "H", "H", "H", "H", "H", "C", "C", "H", "H", "H", "H", "H", "H", "C", "H", "C", "H", "C", "C", "C", "N", "C", "C", "H", "H", "H", "C", "H", "C", "C", "H", "C", "C", "H", "C", "H", "H", "N", "C", "C", "H", "H", "C", "C", "C", "S", "H", "C", "H", "C", "H", "H", "C", "C", "C", "C", "H", "H", "C", "C", "C", "H", "N", "C", "N", "O", "H", "H", "C", "Ru", "H"],
  "coordinates": [[-0.6212, -4.8285, -0.5321], [4.9724, 3.5804, -0.3487], [-2.8807, -5.2854, 1.4232], [-0.0937, 2.8996, 2.0607], [7.6857, -0.8941, -2.2056], [-2.2045, -0.5773, 4.0594], [-4.4177, -4.9675, -0.0250], [5.3223, -0.5876, 4.0841], [-5.4397, 1.5054, -0.6897], [-0.1243, -0.7761, -5.5611], [-1.5723, 0.2217, -3.9370], [3.6052, 3.4362, -2.5115], [3.2207, -0.3895, -1.6529], [-7.8675, 2.6160, 3.2381], [-5.5014, 0.2849, 4.9642], [6.7012, -0.8151, -2.6439], [1.5500, 5.7000, 0.1182], [6.5520, -0.7951, -4.0041], [1.7694, -2.6443, -0.0055], [5.8400, -0.7578, -0.3897], [0.5563, -1.4225, -4.5563], [0.2036, 1.8481, 2.0896], [-2.0110, -0.4666, 1.1651], [-3.6868, -1.7089, -1.0787], [0.1932, -1.2621, -3.2015], [-4.3180, -2.3096, -0.4204], [1.5439, 6.7776, 0.1088], [1.3787, -2.0864, -4.7814], [-0.3996, -2.6785, -0.8361], [-5.2955, 0.5034, 3.9261], [-1.2685, -0.3277, -1.9082], [-3.2489, -0.8740, 4.1850], [-1.5906, 3.0005, 1.7743], [4.4226, 1.9456, 0.0349], [-2.1563, 2.5334, 2.5784], [-3.8347, 0.7491, -0.6583], [6.3211, -0.6774, 4.1606], [2.9742, 5.5415, -1.4686], [-4.1502, -0.0208, 3.3466], [0.7393, 3.6268, 1.0428], [-3.0314, -6.3552, 1.4541], [-2.4049, 0.8676, -3.6933], [-4.9433, -2.9493, -1.0375], [2.9663, 1.8970, -1.9091], [-3.3422, -1.9207, 3.8920], [-1.7141, 0.5811, -6.0485], [-5.8698, 1.5768, 1.8918], [0.1823, 5.5586, 1.7483], [4.7913, -0.5113, 2.8464], [-3.5131, -0.7902, 5.2372], [0.7263, 0.7070, -0.3607], [1.5299, 2.9242, 0.1191], [-1.7121, -3.3279, 2.1392], [1.0218, -0.5543, -0.0845], [1.3023, -3.8676, 0.0296], [0.7980, -1.8127, -0.6562], [-8.1138, 1.0702, 4.0535], [-4.9608, -1.6288, 0.1379], [-6.5295, 2.2060, 1.3106], [-0.0185, -3.9446, -0.4580], [-7.1477, 2.3235, 4.8241], [-7.3966, 1.8680, 3.8686], [5.5927, -0.7218, -1.7762], [-1.3283, -2.3986, -1.2828], [-1.1872, 0.0654, -5.2604], [-3.4805, -3.1269, 0.5128], [-1.8416, 2.4970, 0.8404], [4.6316, 2.6425, -0.7838], [0.1721, -0.9242, -6.5899], [-1.2815, -5.2962, 2.8542], [1.5753, 1.5455, 0.1370], [4.1746, -0.5558, -3.7590], [4.2804, -0.5665, -2.3460], [1.8897, -4.6820, 0.4183], [-1.9067, 4.0389, 1.7000], [2.3749, 3.6195, -0.7642], [-4.7299, 1.0673, 1.2771], [5.2755, -0.6717, -4.5645], [3.0552, -0.2088, 2.7186], [6.8807, -0.8359, -0.0802], [1.0270, -1.9796, -2.2578], [3.1829, -0.4450, -4.1686], [0.7712, 5.0121, 1.0283], [-0.1427, 1.0333, -0.9419], [5.4287, 2.2302, -1.3991], [-6.1706, 1.3110, 3.2149], [-1.9009, -4.6961, 2.2032], [-3.6608, -4.5018, 0.5906], [2.3503, 5.0029, -0.7700], [7.4214, -0.8592, -4.6375], [4.8028, -0.2257, 4.8624], [-0.9076, -0.4369, -2.9224], [-3.8603, 0.2596, 2.0083], [-2.4957, -2.5433, 1.3072], [5.1681, -0.6665, -5.6399], [5.5504, -0.6773, 1.8176], [3.3631, 2.8687, -1.6108], [4.9662, -0.6833, 0.5946], [1.8639, -2.8147, -2.5841], [-4.0359, 2.4452, -0.1989], [0.1005, 3.3283, 3.0465], [-4.4935, 1.4560, -0.1533], [2.9651, -0.5733, 0.3851], [-0.9296, -2.8649, 2.7259]],
  "forces_ev_per_angstrom": [[-0.1, -0.2, -0.1], [0.1, 0.1, 0.0], [0.0, -0.1, 0.0], [-0.1, 0.0, 0.0], [0.1, -0.1, 0.0], [-0.1, -0.1, 0.0], [-0.1, 0.0, -0.1], [0.2, 0.0, 0.3], [0.0, 0.0, -0.1], [-0.2, 0.1, -0.3], [-0.2, 0.2, -0.2], [-0.1, 0.0, 0.0], [-1.3, 0.1, 1.4], [-0.1, 0.1, 0.0], [0.0, 0.0, 0.1], [-0.3, 0.0, 0.2], [0.0, 0.1, 0.0], [0.2, 0.0, -0.1], [0.4, -0.8, 0.1], [-0.6, 0.1, 1.8], [0.0, -0.1, 0.7], [0.0, 0.1, 0.1], [-0.7, -0.1, 0.5], [0.0, 0.1, 0.0], [-0.4, 1.0, -1.8], [-0.1, -0.1, -0.1], [0.0, 0.2, 0.0], [0.1, 0.0, 0.0], [-0.2, -1.6, 1.7], [0.0, 0.0, -0.1], [0.0, 0.1, 0.1], [0.0, 0.0, 0.1], [0.1, -0.1, 0.2], [0.1, 0.1, 0.0], [-0.1, -0.1, 0.0], [0.0, 0.1, 0.0], [0.0, 0.1, 0.0], [0.1, 0.0, -0.1], [0.1, -0.1, 0.2], [0.2, -0.4, -0.1], [0.0, -0.1, 0.0], [0.0, 0.0, 0.0], [-0.1, 0.0, 0.0], [0.0, 0.1, -0.1], [0.1, 0.0, 0.0], [-0.1, 0.1, -0.1], [0.0, 0.0, 0.1], [-0.1, 0.1, 0.1], [-0.8, 0.0, -1.0], [0.0, 0.0, 0.0], [0.0, 1.1, -0.2], [-0.1, 1.0, -0.2], [0.0, 0.1, 0.2], [-0.2, 0.1, 0.5], [1.3, 1.5, 0.5], [-0.2, -0.8, -1.1], [-0.1, 0.0, 0.1], [0.0, 0.1, 0.0], [-0.1, 0.1, -0.1], [-1.4, 1.2, -0.9], [0.0, 0.1, 0.1], [0.0, -0.1, 0.0], [-0.9, 0.0, -1.2], [-0.3, 0.0, -0.1], [0.1, -0.1, 0.2], [0.0, 0.1, 0.0], [0.0, 0.0, -0.1], [-0.1, -0.1, -0.1], [0.0, 0.0, 0.0], [0.0, 0.0, 0.0], [0.9, -1.7, 0.2], [-0.1, 0.0, 0.3], [1.7, -0.2, -0.5], [0.1, -0.1, 0.1], [0.0, 0.1, -0.1], [-0.2, -0.2, -0.1], [0.1, 0.0, -0.2], [0.1, 0.0, 0.2], [0.0, -0.3, -0.5], [-0.1, 0.0, 0.1], [2.8, -2.2, 0.6], [-0.1, 0.0, -0.1], [0.0, 0.1, -0.1], [0.1, 0.0, 0.1], [0.1, -0.1, 0.0], [0.1, 0.0, -0.1], [0.0, -0.1, 0.1], [0.0, -0.1, 0.0], [-0.1, 0.0, 0.1], [0.1, 0.0, -0.1], [0.0, 0.0, 0.0], [0.5, -0.5, 0.3], [0.3, -0.1, -0.3], [0.2, 0.4, 0.1], [-0.1, 0.0, -0.1], [1.2, -0.1, 1.4], [0.1, 0.0, 0.1], [1.1, 0.0, -1.5], [-1.4, 1.5, -0.4], [0.1, 0.0, -0.1], [0.1, 0.0, 0.0], [0.0, 0.0, -0.1], [-1.5, 0.7, -0.5], [0.0, 0.0, 0.1]],
  "lowdin_charge": [0.113, 0.078, -0.083, -0.197, 0.108, 0.052, 0.110, 0.067, 0.082, -0.065, -0.063, 0.113, -0.186, 0.074, 0.118, -0.051, -0.085, -0.105, 0.080, -0.071, -0.008, 0.078, 1.515, 0.052, -0.128, -0.061, 0.097, 0.120, -0.026, -0.013, 0.056, -0.080, -0.110, 0.051, 0.066, 0.016, 0.097, 0.111, -0.304, -0.166, 0.104, 0.108, 0.080, 0.082, 0.074, 0.106, -0.016, 0.110, -0.862, 0.078, -0.304, -0.184, -0.168, -0.124, -0.067, -0.471, 0.084, 0.080, 0.117, -0.021, 0.081, -0.047, -0.157, 0.098, -0.063, -0.316, 0.035, -0.078, 0.108, 0.106, 0.066, -0.008, -0.344, 0.127, 0.077, -0.175, -0.319, -0.078, 0.543, 0.126, -0.275, 0.100, -0.052, 0.117, 0.070, -0.267, -0.094, -0.046, -0.049, 0.094, 0.077, -0.038, -0.390, -0.470, 0.102, -0.040, -0.191, -0.207, 0.099, 0.081, 0.119, -0.083, 1.200, 0.103],
  "e_above_lowest_kj_mol": 189.1,
  "charge": 0,
  "gap_ha": [0.228, 0.217],
  "lumo_ev": [-0.861, -1.114],
  "multiplicity": 2,
  "energy_ev": -82208.782
}